C29H43BrN4OP | ωB97M-V/def2-TZVPD

Bonds (Å) are listed after each position.
Geometry (Å):
1 C -4.07595 2.13656 -4.90443  C2 1.531, H19 1.092, H20 1.091, H21 1.093
2 C -4.26916 0.70040 -4.41145  C1 1.531, C3 1.533, H22 1.095, H23 1.095
3 C -4.60207 0.46584 -2.93340  C2 1.533, Br4 1.955, N5 1.464, H24 1.086
4 Br -5.60784 1.95200 -2.15876  C3 1.955
5 N -3.43790 0.17986 -2.09295  C3 1.464, C6 1.478, C15 1.342
6 C -2.32119 1.14743 -2.08591  N5 1.478, C7 1.531, H25 1.090, H26 1.093
7 C -1.13027 0.71941 -2.94807  C6 1.531, C8 1.533, H27 1.094, H28 1.093
8 C -1.13213 -0.80693 -3.08832  C7 1.533, N9 1.477, H29 1.093, H30 1.092
9 N -1.79985 -1.51592 -1.97731  C8 1.477, C10 1.503, C15 1.368
10 C -0.98561 -1.56801 -0.71480  N9 1.503, C11 1.529, H31 1.097, H32 1.093
11 C -1.31856 -2.66684 0.29555  C10 1.529, C12 1.533, H33 1.094, H34 1.093
12 C -0.93493 -2.19024 1.70132  C11 1.533, C13 1.536, H35 1.094, H36 1.094
13 C -1.86820 -1.09219 2.23292  C12 1.536, O14 1.433, H37 1.099, H38 1.095
14 O -1.24118 0.19244 2.12905  C13 1.433, H39 0.964
15 C -3.08692 -1.08408 -1.81191  N5 1.342, N9 1.368, N16 1.341
16 N -3.98243 -1.94669 -1.30899  C15 1.341, P17 1.743, H40 1.014
17 P -5.41268 -1.58570 -0.38103  N16 1.743, N18 1.535, H41 1.405, H42 1.400
18 N -5.22271 -0.41593 0.59514  P17 1.535, H43 1.012
19 H -3.44004 2.73286 -4.24626  C1 1.092
20 H -5.03192 2.64959 -5.01962  C1 1.091
21 H -3.59603 2.10839 -5.88578  C1 1.093
22 H -5.08932 0.24444 -4.97628  C2 1.095
23 H -3.37809 0.10991 -4.65080  C2 1.095
24 H -5.29162 -0.36897 -2.84380  C3 1.086
25 H -2.72919 2.12151 -2.35466  C6 1.090
26 H -2.00355 1.23281 -1.04330  C6 1.093
27 H -1.16439 1.17517 -3.94186  C7 1.094
28 H -0.21329 1.07423 -2.47134  C7 1.093
29 H -1.64525 -1.11160 -4.00383  C8 1.093
30 H -0.11846 -1.20708 -3.15430  C8 1.092
31 H -1.01999 -0.58893 -0.22179  C10 1.097
32 H 0.04447 -1.70475 -1.05507  C10 1.093
33 H -0.77153 -3.57849 0.03723  C11 1.094
34 H -2.38227 -2.91789 0.30951  C11 1.093
35 H -0.99652 -3.04720 2.37888  C12 1.094
36 H 0.09906 -1.83421 1.73287  C12 1.094
37 H -2.81328 -1.07170 1.67212  C13 1.099
38 H -2.10844 -1.28776 3.28288  C13 1.095
39 H -1.91303 0.85107 1.91836  O14 0.964
40 H -3.69539 -2.91712 -1.37981  N16 1.014
41 H -6.41869 -1.56064 -1.36112  P17 1.405
42 H -5.49360 -2.86722 0.17681  P17 1.400
43 H -5.79349 0.40344 0.42987  N18 1.012
44 C 1.23514 -0.72737 4.31343  C45 1.388, C49 1.388, H50 1.082
45 C 2.58045 -0.44922 4.51003  C44 1.388, C46 1.388, H51 1.082
46 C 3.34360 -1.25258 5.34671  C45 1.388, C47 1.389, H52 1.083
47 C 2.76637 -2.35006 5.97179  C46 1.389, C48 1.388, H53 1.082
48 C 1.42719 -2.64626 5.75667  C47 1.388, C49 1.388, H54 1.083
49 C 0.66391 -1.83040 4.93325  C44 1.388, C48 1.388, H55 1.083
50 H 0.63529 -0.09292 3.67389  C44 1.082
51 H 3.03308 0.40210 4.01792  C45 1.082
52 H 4.39056 -1.02830 5.50689  C46 1.083
53 H 3.36226 -2.97932 6.62016  C47 1.082
54 H 0.98016 -3.50960 6.23297  C48 1.083
55 H -0.38450 -2.05313 4.77586  C49 1.083
56 C 3.46430 2.14021 1.79969  C57 1.388, C61 1.388, H62 1.083
57 C 2.83217 3.29801 1.36828  C56 1.388, C58 1.388, H63 1.083
58 C 3.47183 4.52402 1.48973  C57 1.388, C59 1.388, H64 1.082
59 C 4.74456 4.59099 2.04012  C58 1.388, C60 1.388, H65 1.082
60 C 5.37712 3.43297 2.47105  C59 1.388, C61 1.388, H66 1.082
61 C 4.73595 2.20732 2.35219  C56 1.388, C60 1.388, H67 1.083
62 H 2.96656 1.18294 1.70194  C56 1.083
63 H 1.84064 3.24462 0.93616  C57 1.083
64 H 2.97873 5.42857 1.15749  C58 1.082
65 H 5.24322 5.54671 2.13513  C59 1.082
66 H 6.36888 3.48594 2.90095  C60 1.082
67 H 5.22894 1.30418 2.69167  C61 1.083
68 C 4.04635 -1.28422 -1.09717  C69 1.389, C73 1.388, H74 1.083
69 C 3.37208 -1.54097 -2.28430  C68 1.389, C70 1.389, H75 1.083
70 C 3.16055 -0.51574 -3.19702  C69 1.389, C71 1.389, H76 1.083
71 C 3.61514 0.76740 -2.91952  C70 1.389, C72 1.388, H77 1.083
72 C 4.29320 1.02172 -1.73525  C71 1.388, C73 1.388, H78 1.083
73 C 4.51259 -0.00487 -0.82668  C68 1.388, C72 1.388, H79 1.082
74 H 4.22906 -2.08637 -0.39332  C68 1.083
75 H 3.03935 -2.54712 -2.50888  C69 1.083
76 H 2.66010 -0.71876 -4.13624  C70 1.083
77 H 3.46050 1.56434 -3.63592  C71 1.083
78 H 4.66272 2.01677 -1.52228  C72 1.083
79 H 5.05539 0.19715 0.08706  C73 1.082

Output
- charge = +1
- LUMO level (eV) = -3.237
- orbital gap (Eh) = 0.2811
- HOMO energy (eV) = -10.886